1.
# C6H8N6O3

An isolated molecule of C6H8N6O3 in a non-equilibrium geometry (the ωB97M-V functional and the def2-TZVPD basis, the OMol25 dataset).

Output
- ΔE to the lowest compared entry with this formula, charge and spin: 137.9 kJ/mol
- Strongest force on any atom: 7.4 eV/A
- Spin multiplicity: 1
- E_tot: -21426.8038 eV
- Kohn-Sham gap (alpha / beta): 0.2391 / 0.2393 Eh

Geometry (Å):
C1 1.032 0.064 2.136
C2 0.484 1.388 2.074
C3 0.009 0.380 0.241
C4 -1.703 1.181 -1.661
C5 -0.360 0.056 -1.060
C6 1.716 -0.578 3.224
N1 -0.204 1.476 0.899
N2 0.756 -0.491 0.973
N3 -2.311 1.137 -2.894
N4 -2.251 0.557 -3.988
N5 -1.378 -0.462 -3.995
N6 0.727 2.427 2.985
O1 0.237 3.504 2.721
O2 1.277 2.130 4.019
O3 0.095 -0.860 -1.735
H1 -2.178 1.622 -0.787
H2 1.656 0.013 4.050
H3 1.585 -1.622 3.206
H4 2.820 -0.511 3.136
H5 0.960 -1.393 0.606
H6 -3.244 1.667 -2.719
H7 -0.871 -0.688 -4.953
H8 -0.797 -0.780 -3.183

Cartesian forces (eV/Å) of the 3 atoms listed first:
-0.0763 2.5143 0.7641
0.2744 -3.8288 -2.2895
0.5139 0.4494 1.9971


2.
# C16H48ClN4O4

A cluster of 5 separate species, C16H48ClN4O4 in total in a non-equilibrium geometry (the ωB97M-V functional and the def2-TZVPD basis, the OMol25 dataset).

Output
- ΔE to the lowest compared entry with this formula, charge and spin: 325.4 kJ/mol
- Strongest force on any atom: 3.1 eV/A
- Spin multiplicity: 1
- E_tot: -44016.3166 eV
- Total charge: +3
- Kohn-Sham gap: 0.2297 Eh

Geometry (Å):
Cl1 0.480 -0.425 -0.153
C1 0.942 -6.660 -2.953
C2 -0.271 -7.166 -2.243
C3 -0.558 -8.673 -2.249
O1 0.435 -9.497 -1.705
C4 0.048 -10.807 -1.694
N1 -0.202 -6.731 -0.772
H1 -0.914 -7.210 -0.240
H2 0.700 -6.895 -0.348
H3 -0.477 -5.765 -0.664
H4 1.051 -7.100 -3.944
H5 1.915 -6.735 -2.467
H6 0.942 -5.588 -3.150
H7 -1.188 -6.753 -2.665
H8 -0.647 -8.882 -3.315
H9 -1.553 -8.758 -1.813
H10 0.771 -11.553 -1.365
H11 0.074 -11.138 -2.732
H12 -0.921 -10.994 -1.231
C5 -4.230 1.796 2.747
C6 -3.867 3.343 2.635
C7 -4.330 3.941 1.313
O2 -5.649 3.886 1.044
C8 -6.086 4.920 0.141
N2 -4.431 4.103 3.835
H13 -4.007 3.741 4.677
H14 -4.462 5.111 3.776
H15 -5.429 3.950 3.869
H16 -5.297 1.697 2.547
H17 -3.888 1.286 3.647
H18 -3.681 1.199 2.017
H19 -2.803 3.545 2.759
H20 -3.715 3.420 0.579
H21 -3.989 4.976 1.314
H22 -6.952 4.537 -0.398
H23 -5.398 5.101 -0.685
H24 -6.162 5.919 0.571
C9 4.184 0.279 4.059
C10 3.282 0.798 5.233
C11 3.216 2.363 5.238
O3 2.014 2.800 5.817
C12 1.845 4.157 6.043
N3 1.936 0.143 5.008
H25 1.186 0.565 5.538
H26 1.655 0.283 4.048
H27 2.074 -0.839 5.201
H28 4.000 0.652 3.051
H29 4.167 -0.811 4.046
H30 5.205 0.513 4.361
H31 3.692 0.486 6.194
H32 3.273 2.733 4.214
H33 3.988 2.853 5.830
H34 2.062 4.746 5.153
H35 2.387 4.457 6.940
H36 0.817 4.357 6.347
C13 3.635 2.275 -4.130
C14 2.356 2.875 -4.722
C15 1.571 1.823 -5.539
O4 0.367 2.411 -6.113
C16 0.479 3.334 -7.199
N4 1.422 3.510 -3.691
H37 0.558 3.846 -4.093
H38 1.126 2.847 -2.988
H39 1.865 4.310 -3.264
H40 4.197 3.023 -3.571
H41 4.213 1.892 -4.971
H42 3.420 1.406 -3.508
H43 2.580 3.689 -5.410
H44 1.296 0.991 -4.890
H45 2.192 1.412 -6.335
H46 0.988 2.777 -7.986
H47 0.990 4.272 -6.982
H48 -0.487 3.627 -7.613

Cartesian forces (eV/Å) of the 3 atoms listed first:
0.0560 0.2293 0.1749
1.1021 0.9039 -0.8892
0.3776 -0.9304 0.8291


3.
# C4H6N2

An isolated molecule of C4H6N2 (the ωB97M-V functional and the def2-TZVPD basis, the OMol25 dataset).

Output
- ΔE to the lowest compared entry with this formula, charge and spin: 555.5 kJ/mol
- Strongest force on any atom: 0.7 eV/A
- Spin multiplicity: 1
- E_tot: -7219.8340 eV
- Kohn-Sham gap: 0.3033 Eh

Geometry (Å):
N1 -3.140 0.051 -0.826
C1 -2.066 0.388 -0.373
C2 -0.805 0.731 0.048
C3 0.186 -0.301 0.439
C4 1.519 -0.420 -0.212
N2 1.385 0.202 1.098
H1 -1.784 0.383 -1.498
H2 -0.489 1.764 -0.028
H3 -0.244 -1.230 0.813
H4 1.788 0.263 -1.014
H5 1.961 -1.411 -0.288
H6 1.688 -0.420 1.841

Cartesian forces (eV/Å) of the 3 atoms listed first:
0.6271 0.2009 0.0997
-0.5421 -0.1182 0.2528
0.1888 0.0589 -0.0103


4.
# C30H44NO4SeSn

A structure of composition C30H44NO4SeSn (the ωB97M-V functional and the def2-TZVPD basis, the OMol25 dataset).

Output
- ΔE to the lowest compared entry with this formula, charge and spin: 0.0 kJ/mol
- Strongest force on any atom: 0.6 eV/A
- Spin multiplicity: 1
- E_tot: -112686.8166 eV
- Total charge: -1
- Kohn-Sham gap: 0.2585 Eh

Geometry (Å):
Sn1 -1.829 -1.947 -2.813
C1 1.930 -1.914 4.033
C2 2.917 -1.915 2.864
C3 3.808 -3.160 2.992
C4 3.785 -0.652 2.973
C5 2.196 -1.926 1.516
C6 0.819 -1.921 1.390
C7 0.233 -1.889 0.134
Se1 -1.676 -1.797 0.037
C8 -1.841 0.118 0.103
C9 -1.663 0.742 1.328
C10 -1.680 2.123 1.417
C11 -1.821 2.820 0.214
C12 -1.987 2.234 -1.035
C13 -2.098 0.808 -1.108
O1 -2.438 0.166 -2.189
C14 -2.026 3.194 -2.247
C15 -0.768 4.080 -2.211
C16 -3.276 4.082 -2.148
C17 -2.039 2.520 -3.626
C18 -1.537 2.882 2.737
C19 -0.266 3.743 2.711
C20 -2.763 3.785 2.949
C21 -1.443 1.926 3.928
C22 0.955 -1.876 -1.082
O2 0.344 -1.822 -2.231
C23 2.379 -1.915 -0.952
C24 2.926 -1.928 0.326
C25 3.392 -1.927 -2.121
C26 4.265 -0.664 -2.031
C27 4.285 -3.173 -1.992
C28 2.790 -1.959 -3.534
H1 2.479 -1.905 4.978
H2 1.296 -2.805 4.017
H3 1.286 -1.030 4.007
H4 4.315 -3.173 3.964
H5 4.572 -3.186 2.211
H6 3.204 -4.066 2.903
H7 4.286 -0.610 3.946
H8 3.164 0.241 2.863
H9 4.551 -0.626 2.195
H10 0.174 -1.932 2.259
H11 -1.501 0.120 2.201
H12 -1.781 3.904 0.255
H13 -0.720 4.696 -1.311
H14 -0.753 4.748 -3.079
H15 0.127 3.454 -2.242
H16 -3.278 4.673 -1.228
H17 -4.176 3.462 -2.156
H18 -3.323 4.770 -2.999
H19 -1.194 1.842 -3.744
H20 -1.973 3.298 -4.396
H21 -2.946 1.943 -3.785
H22 -0.304 4.488 1.913
H23 0.610 3.112 2.540
H24 -0.136 4.269 3.664
H25 -2.857 4.526 2.152
H26 -2.690 4.319 3.903
H27 -3.675 3.184 2.955
H28 -0.550 1.297 3.861
H29 -2.320 1.277 3.985
H30 -1.382 2.501 4.856
H31 4.009 -1.935 0.405
H32 4.838 -0.627 -1.101
H33 3.635 0.228 -2.077
H34 4.971 -0.632 -2.868
H35 4.854 -3.180 -1.059
H36 4.997 -3.211 -2.823
H37 3.672 -4.077 -2.021
H38 2.183 -1.079 -3.731
H39 2.159 -2.834 -3.680
H40 3.612 -1.991 -4.258
N1 -4.343 -2.074 -2.118
C29 -4.791 -3.467 -1.953
C30 -3.644 -4.513 -1.966
O3 -3.969 -5.667 -1.693
O4 -2.491 -4.090 -2.330
H41 -4.325 -1.589 -1.231
H42 -4.955 -1.537 -2.716
H43 -5.448 -3.743 -2.776
H44 -5.341 -3.615 -1.024

Cartesian forces (eV/Å) of the 3 atoms listed first:
-0.0074 0.1708 -0.5411
-0.0114 -0.0007 -0.0347
0.0006 -0.0138 -0.0242